Computed, not measured: a molecular structure, C6H30BBeBr2O11 at a distorted geometry, with ωB97M-V with the def2-TZVPD basis set.

```
51
Properties=species:S:1:pos:R:3:forces:R:3:nbo_charge:R:1
H -5.036 2.938 0.018 0.2656 -0.0597 0.0081 0.236
Be 1.207 -3.111 -0.135 0.3653 4.0440 0.9432 1.687
O 3.652 -2.945 -1.235 -1.0787 -0.2968 0.5397 -0.958
H 1.000 0.559 0.049 -0.3419 1.6882 0.7134 0.129
C -4.914 2.709 -1.039 -1.3819 -0.8160 -0.2285 -0.625
H -4.942 0.495 -1.010 0.5878 -0.1046 0.7392 0.211
O -0.613 -2.889 1.413 0.6988 -0.4354 -0.7473 -0.998
H 4.061 -3.651 -1.750 0.0628 -0.0933 0.0701 0.500
O 2.080 1.075 -2.473 -0.3645 0.0754 -0.2477 -0.984
H -2.015 1.507 1.582 -0.1533 0.1691 -0.2103 0.461
H 1.836 2.004 -2.402 0.0176 0.0565 -0.1209 0.502
C 0.223 0.799 4.024 0.8105 1.4082 0.3252 -0.421
H -4.368 3.497 -1.555 0.1928 -0.0834 0.1226 0.222
Br 1.740 0.487 5.345 -1.0091 -0.1491 -1.1630 -0.037
O 3.096 1.443 1.330 -0.0367 -0.0252 0.0121 -0.942
H -0.390 1.527 4.548 -0.3216 -0.4127 0.0538 0.241
O -1.219 2.043 1.606 0.2326 -0.1778 0.2170 -0.952
H -0.698 -1.946 1.606 0.2869 0.1535 -0.2523 0.523
H 1.444 0.604 -1.910 0.1602 0.5985 -0.1106 0.498
H 1.866 -0.976 0.539 1.3625 -1.2461 1.3837 0.028
H 3.811 0.819 1.481 0.0792 0.0572 0.0582 0.460
H -0.847 1.964 0.716 -0.1247 0.1400 -0.1181 0.493
C -4.308 1.328 -1.305 0.5626 2.8069 -1.3454 0.058
H 3.374 -2.570 1.905 0.0260 0.0105 -0.1366 0.505
O 1.032 -2.448 -2.693 -0.0119 -0.5928 0.3022 -0.984
H 0.310 -1.008 2.974 -0.1910 0.1666 -0.4404 0.203
H 2.412 0.930 0.880 0.2096 0.1476 0.1097 0.479
O -2.538 1.351 -2.898 0.3824 1.1616 -0.0661 -0.475
H 1.166 -2.915 -3.526 -0.0739 -0.1947 0.0213 0.500
H 5.072 0.572 -1.718 0.0768 0.0479 -0.0255 0.468
H 0.663 1.353 3.195 0.2467 -0.1081 0.0819 0.263
H -1.364 -0.248 2.896 0.2839 0.4458 -0.1292 0.234
H 1.424 -0.636 -1.201 0.3747 -0.8004 -1.6091 -0.038
H 3.521 -2.224 -1.870 0.1229 0.2936 0.1161 0.519
H -4.421 1.921 -3.486 -0.3070 -0.2693 0.0778 0.221
B 1.042 -0.558 -0.139 0.0938 -1.7080 -0.5055 -0.996
O -0.918 1.947 -1.435 -0.5905 -0.5922 -0.3893 -0.632
O 2.490 -2.921 2.066 -0.0892 -0.3142 -0.8564 -0.987
O 4.624 0.220 -2.491 -0.0647 -0.5764 0.2000 -0.987
H -5.921 2.673 -1.464 -0.0921 0.2912 0.0025 0.217
H -0.017 -0.964 0.001 -1.8601 -0.9260 0.1187 0.014
Br -1.015 -1.628 4.913 -0.2505 -0.0585 -0.1924 -0.037
C -2.046 1.604 -1.702 0.8481 0.5760 0.7973 0.984
H -1.396 -3.295 1.807 0.1178 -0.4311 -0.0360 0.522
C -0.453 -0.404 3.463 0.6343 -1.2220 1.4442 -0.451
H 2.350 -2.811 3.015 -0.3566 -0.1173 0.0263 0.520
H 3.691 0.481 -2.377 0.1390 0.3595 -0.1546 0.493
O -2.982 1.461 -0.753 -0.1384 -1.3431 0.9282 -0.507
H 1.173 -1.515 -2.905 -0.0845 0.1373 0.3130 0.520
C -3.976 1.203 -2.804 1.2346 -1.8298 -0.1356 -0.102
H -3.961 0.150 -3.094 -1.5531 0.1492 -0.5048 0.202
```
Forces are in eV/Å.

orbital gap = 4.854 eV
total charge = +1
E_tot = -170383.0714 eV
largest force on an atom = 4.17 eV/Å

Computed, not measured: 2 unconnected molecules or ions with the total composition C6H10O3P at a distorted geometry, with ωB97M-V with the def2-TZVPD basis set.

```
20
Properties=species:S:1:pos:R:3:forces:R:3:nbo_charge:R:1
O 3.655 -0.735 -0.239 -3.3211 -0.3688 -0.2005 -0.582
H -0.190 -1.000 0.924 0.4949 -0.1033 -0.3943 0.198
C 1.489 0.207 0.202 -1.0546 -0.3624 0.0281 -0.141
C 1.843 -2.385 -0.073 2.4443 1.4554 0.3921 -0.713
H 1.350 2.056 -0.911 1.7995 -0.6386 1.5002 0.229
H 1.679 2.215 0.874 0.1185 -0.1636 -0.4828 0.217
C 1.972 1.618 -0.011 -3.0613 0.6199 -0.3659 -0.645
P -4.386 0.737 -0.079 -1.0288 -0.1391 0.1864 2.149
C 2.411 -0.920 -0.147 2.2729 -0.6260 0.9323 0.568
C -2.920 0.775 -0.854 -2.6839 0.0060 1.6717 -1.272
H 1.137 -2.574 -0.841 -0.2517 -0.3742 -1.1541 0.233
H 1.223 -2.381 0.811 0.3553 -0.5573 0.5676 0.230
O -4.231 1.023 1.362 -0.1118 0.2915 0.9360 -1.151
H -0.415 0.698 1.050 -0.4224 1.3798 0.1431 0.215
H 2.787 -3.033 -0.049 -1.8283 0.5734 -0.0211 0.234
C 0.262 -0.033 0.715 1.0368 -1.1579 -0.2111 -0.283
H -2.176 1.154 -0.263 1.7410 0.7333 1.2757 0.204
H -2.741 0.501 -1.793 0.5564 -0.9323 -3.7559 0.195
H 3.020 1.614 -0.064 1.3573 0.3271 -0.7215 0.234
O -5.769 0.462 -0.613 1.5870 0.0369 -0.3260 -1.118
```
Forces are in eV/Å.

orbital gap = 6.300 eV
relative energy (zero: lowest compared OMol25 entry of this formula, charge and spin) = 48.4 kcal/mol
total charge = -1
E_tot = -21816.1114 eV
largest force on an atom = 3.91 eV/Å

Computed, not measured: a single C28H30N6O4 molecule at a distorted geometry, with ωB97M-V with the def2-TZVPD basis set.

```
68
Properties=species:S:1:pos:R:3:forces:R:3:nbo_charge:R:1
H -2.159 -5.871 0.678 -0.0102 -0.2341 -0.0258 0.235
H -1.885 1.182 1.701 0.1804 0.0044 -0.2047 0.247
C 2.472 3.099 1.764 0.2230 0.2379 -0.2454 -0.301
H -5.323 3.019 -0.406 0.0002 0.0537 -0.0794 0.214
H 3.484 -0.426 -2.912 0.0367 0.0206 -0.0627 0.225
C 1.842 2.274 2.683 -0.1426 -0.1297 0.0548 -0.186
C 0.645 1.663 2.380 -0.0302 0.0530 0.0381 -0.237
C 0.980 -0.152 -0.790 -0.0288 -0.2765 0.1975 -0.269
C 5.178 -2.488 -0.276 -0.2090 0.5230 -0.2224 0.150
H -3.617 -0.476 -2.193 0.0248 0.0346 -0.0938 0.213
N 6.410 -2.257 -0.642 0.0293 -1.0468 0.4163 -0.292
H -6.182 2.272 -1.757 -0.0333 0.0306 -0.0418 0.205
C -4.562 0.003 -1.929 0.1581 0.0076 0.1847 -0.404
H -7.188 -0.804 0.165 -0.0863 -0.0138 -0.0420 0.208
C -6.347 1.180 0.088 -0.1913 0.0422 -0.2971 -0.401
H 4.797 -3.403 0.121 -0.1515 -0.2031 0.0973 0.218
H 3.604 5.423 0.603 0.0015 -0.0393 -0.0205 0.175
C -5.564 2.065 -0.880 0.1444 -0.0284 0.1629 -0.402
C -1.643 -2.646 0.753 -0.8488 -0.7700 0.4946 0.138
H 0.362 0.448 -1.439 -0.0788 0.0790 -0.0639 0.256
C -1.210 1.091 0.840 -0.2480 0.1736 0.0362 -0.151
H 2.087 0.665 -2.971 -0.0788 0.0056 -0.0580 0.221
C 1.208 -1.470 1.211 -0.0589 0.2025 -0.1950 -0.239
H -4.735 -1.055 -0.053 0.0187 -0.0827 0.0230 0.215
H 3.853 5.279 -1.154 0.0301 -0.0238 0.0859 0.202
C 0.428 -0.687 0.366 0.7916 -0.3328 -0.1206 0.261
C -5.339 -0.867 -0.943 -0.1815 0.0356 -0.2447 -0.417
O -2.931 -0.863 1.541 0.0432 -0.2588 0.1884 -0.647
O -1.493 1.764 -1.490 0.1975 0.0438 -0.3979 -0.650
H 4.431 3.989 -0.071 -0.0324 0.0233 0.0091 0.179
N -3.327 1.313 -0.255 -0.5629 -0.0032 0.1335 -0.623
N 5.289 -0.472 -1.032 -0.8451 1.0244 0.0184 -0.058
C -4.273 1.394 -1.351 -0.0313 0.1949 -0.5168 -0.058
C 1.877 3.324 0.530 -0.1008 -0.1321 0.1741 0.302
C 2.528 -1.703 0.890 0.1045 0.0326 -0.1028 -0.203
H -7.266 -0.041 -1.427 -0.0860 -0.0083 -0.0361 0.191
C 0.661 2.707 0.225 0.0661 0.2637 -0.0229 -0.204
C -1.865 -1.229 1.056 -0.0032 0.1247 -0.0894 0.651
C -0.820 -4.398 -0.217 -0.3653 -0.6280 0.2079 0.123
C -6.639 -0.178 -0.542 0.1476 -0.0841 0.2554 -0.396
H -5.145 0.124 -2.844 -0.0067 -0.0072 -0.0855 0.203
H 2.302 2.109 3.646 0.0383 -0.0097 0.0790 0.214
C -2.383 -3.717 1.193 0.3855 0.7662 -0.1413 -0.219
H -3.656 0.856 0.586 0.3023 0.0640 0.0279 0.428
N 6.432 -1.008 -1.093 0.8069 0.4674 -0.3867 -0.062
O 2.394 4.107 -0.454 -0.2863 -0.1364 -0.0452 -0.492
C 2.884 0.281 -2.342 -0.0036 0.1536 -0.1231 -0.653
H 3.146 -2.293 1.551 0.0692 -0.0138 0.0766 0.219
C -1.838 -4.856 0.567 0.4046 0.0487 -0.3172 -0.322
C -2.005 1.448 -0.434 0.0277 0.0606 0.5894 0.691
H 3.414 3.555 2.024 0.0893 0.0647 -0.0130 0.220
C 2.313 -0.351 -1.115 0.1720 -0.2478 0.1695 0.098
O -0.694 -3.071 -0.113 0.0457 0.1937 -0.2163 -0.388
C 3.083 -1.139 -0.254 -0.8994 0.3275 0.1487 0.086
H -3.203 -3.674 1.879 -0.1798 0.0943 0.1291 0.244
H -7.282 1.677 0.355 0.0475 0.0151 0.1157 0.212
H 3.537 1.106 -2.062 0.0243 0.0281 -0.1034 0.244
H 0.226 2.896 -0.742 -0.0424 -0.0427 -0.0942 0.252
H 0.168 1.017 3.103 -0.0622 -0.0999 0.0836 0.210
C 3.639 4.726 -0.240 0.2117 0.0951 0.0439 -0.253
C 0.050 1.869 1.135 -0.0285 0.3325 0.0474 -0.035
H -5.555 -1.833 -1.405 0.0553 -0.0464 0.0520 0.209
H 0.786 -1.879 2.117 -0.0470 -0.0131 0.1040 0.224
N 4.442 -1.372 -0.515 1.1672 -1.1069 0.0608 -0.202
N -0.889 -0.345 0.731 -0.0881 0.1489 0.0286 -0.454
H -3.790 2.009 -2.119 -0.1182 -0.1010 0.1429 0.233
H -5.778 1.034 1.008 -0.0140 0.0137 0.1453 0.191
H -0.140 -4.903 -0.875 0.1361 0.0348 -0.1130 0.209
```
Forces are in eV/Å.

orbital gap = 8.746 eV
relative energy (zero: lowest compared OMol25 entry of this formula, charge and spin) = 3.2 kcal/mol
E_tot = -46652.9746 eV
largest force on an atom = 1.61 eV/Å
SMILES string = COc1cccc([C@@H](C(=O)NC2CCCCC2)N(C(=O)c2ccco2)c2ccc(-n3cnnn3)c(C)c2)c1

> Among the records above, which one has the highest orbital gap?

C28H30N6O4